{"formula": "C4H5NO", "method": "ωB97M-V with the def2-TZVPD basis set", "relative_energy_kj_mol": 500.60, "lumo_energy_ev": [-2.7, -2.7], "total_energy_ev": -7761.3381, "multiplicity": 1, "e_homo_ev": [-9.4, -9.3], "symbols": ["C", "C", "C", "C", "N", "O", "H", "H", "H", "H", "H"], "coordinates": [[-0.033, -1.759, -0.119], [0.756, -0.695, 0.511], [0.558, 0.770, 0.424], [-0.597, 1.258, -0.343], [-0.097, -2.994, -0.184], [1.257, 1.620, 0.967], [-0.881, -1.336, -0.560], [1.763, -1.103, 0.889], [-0.277, 2.260, -0.920], [-1.374, 1.598, 0.293], [-1.075, 0.380, -0.958]], "forces_ev_per_angstrom": [[1.90, 3.37, 2.00], [2.13, -2.91, -0.27], [0.09, 0.56, 0.51], [-0.64, 0.33, -3.21], [0.65, -1.42, 0.15], [0.22, -1.54, -0.07], [-2.06, 0.76, -1.18], [-1.72, 0.99, -0.19], [-0.73, -2.67, 0.81], [-0.72, 0.24, 0.96], [0.87, 2.29, 0.48]]}